HI3Si | wB97M-V/def2-TZVPD

The value obtained for the energy above the lowest of the compared OMol25 structures with the same formula, charge and spin is 265.6 kJ/mol. The calculation puts the orbital gap (spin up / spin down) at 8.35 / 4.74 eV.

CARTESIAN COORDINATES (ANGSTROEM)
I 2.8300 0.4283 3.9828
I 1.3905 0.7714 -1.2413
I -1.7110 -1.1402 0.7657
Si -1.0042 0.2428 -1.1328
H -1.5052 -0.3023 -2.3743